Record 1
One molecule with the formula C5H11N. Source: OMol25; level of theory: ωB97M-V with the def2-TZVPD basis set.

```
! RIJCOSX wB97M-V def2-TZVPD def2/J DEFGRID3
* xyz 0 1
C 1.8467 -1.0390 0.4213
C 1.0073 -0.0337 1.1987
N -0.0159 0.6885 0.4323
C -1.4033 0.3973 0.7483
C -0.8311 0.0178 -0.5644
C -1.1205 0.8165 -1.8121
H 2.5001 -1.5734 1.1170
H 1.2330 -1.7842 -0.0933
H 2.4851 -0.5439 -0.3135
H 0.5399 -0.5426 2.0527
H 1.6842 0.7217 1.6150
H -1.5994 -0.4058 1.4619
H -2.0768 1.2480 0.8387
H -0.6720 -1.0509 -0.7182
H -1.8699 0.3226 -2.4391
H -0.2114 0.9541 -2.4053
H -1.4959 1.8071 -1.5400
*
```

Output
E_tot, a.u.: -251.8148
Structure (SMILES): CCN1C[C@H]1C
E_HOMO, eV: -8.9

***

Record 2
A 2-piece molecular cluster, C5H11N overall. Source: OMol25; level of theory: ωB97M-V with the def2-TZVPD basis set.

```
! RIJCOSX wB97M-V def2-TZVPD def2/J DEFGRID3
* xyz 0 1
C 0.7911 -1.8066 -0.8614
C 0.9406 -0.9422 0.3517
N 0.8798 0.3464 0.2843
C 0.9694 1.4026 -0.7109
C 0.8453 1.6044 0.7578
C -2.2679 0.3843 0.7031
H -0.0680 -2.4860 -0.7748
H 0.6378 -1.1931 -1.7550
H 1.6810 -2.4260 -1.0256
H -1.6945 -0.2178 -0.0034
H 1.0212 -1.3829 1.3421
H 1.9238 1.4129 -1.2518
H 0.0942 1.5492 -1.3493
H 1.5654 1.9907 1.4699
H -2.0624 1.4401 0.5258
H -1.9219 0.1443 1.7119
H -3.3349 0.1797 0.5855
*
```

Output
E_tot, a.u.: -251.7179
E_HOMO, eV: -7.1

***

Calculated energy above the lowest of the compared OMol25 structures with the same formula, charge and spin in order - 125.3 379.8 kJ/mol